(1)
Density functional theory data (the ωB97M-V functional and the def2-TZVPD basis) for a gas-phase ion, C2H5NO (charge +1) at a distorted geometry.

Summary:
Multiplicity   2
Electronic energy   -5683.4812 eV
⟨S²⟩   0.755
Net charge   +1

Element x y z (Å)
1 O -0.70 0.76 -0.83
2 N -0.71 -0.92 0.60
3 C -0.10 0.02 -0.02
4 C 1.38 0.24 0.22
5 H 1.66 1.29 0.29
6 H -0.13 -1.49 1.19
7 H 1.60 -0.21 1.17
8 H 1.98 -0.28 -0.55
9 H -1.71 -0.91 0.61

Atom charges from the Mulliken analysis, given in e for atoms 1 to 5: O -0.1500; N -0.2801; C 0.8154; C -0.9297; H 0.3471

(2)
Density functional theory data (the ωB97M-V functional and the def2-TZVPD basis) for C3H10NOP in the gas phase.

Summary:
Electronic energy   -16098.7597 eV
SMILES   CPN(C)CO

Element x y z (Å)
1 P -1.23 0.34 -0.77
2 O 1.99 -1.08 -0.59
3 N 0.26 0.48 0.13
4 C 1.01 1.69 -0.20
5 C -2.02 -1.04 0.18
6 C 1.11 -0.64 0.43
7 H 0.48 -1.47 0.78
8 H 2.00 1.44 -0.61
9 H 0.47 2.28 -0.94
10 H 1.77 -0.34 1.25
11 H -1.57 -1.99 -0.09
12 H 1.14 2.29 0.70
13 H -3.07 -1.08 -0.11
14 H -1.86 1.37 -0.04
15 H 1.46 -1.37 -1.35
16 H -1.94 -0.88 1.25

Atom charges from the Mulliken analysis, given in e for atoms 1 to 5: P -0.0391; O -0.5062; N 0.0755; C -0.9798; C -0.9636

(3)
Density functional theory data (the ωB97M-V functional and the def2-TZVPD basis) for C19H26N4O2 in the gas phase at a distorted geometry.

Summary:
Electronic energy   -30180.9348 eV
SMILES   CCCN1CCC(NC(=O)CCc2nnc(-c3ccccc3)o2)CC1

Element x y z (Å)
1 O -0.36 -0.75 -2.47
2 O -3.97 -1.11 -0.08
3 N -2.03 -1.75 0.89
4 N -0.24 1.24 3.36
5 N 0.07 -2.35 -1.04
6 N 1.10 -1.49 -1.01
7 C -3.02 -1.86 -0.02
8 C -1.09 0.24 3.97
9 C 2.88 0.76 -1.51
10 C -0.79 -1.90 -1.91
11 C 2.74 2.21 1.80
12 C 3.20 2.86 -2.62
13 C 1.17 0.89 3.34
14 C -1.89 -0.60 1.76
15 C 1.97 2.72 -3.25
16 C 1.64 0.62 -2.14
17 C -0.99 0.47 1.11
18 C 2.05 2.15 3.16
19 C -1.31 -1.01 3.10
20 C -0.79 1.64 2.08
21 C 1.19 1.61 -3.01
22 C -2.11 -2.48 -2.26
23 C -2.82 -3.01 -1.01
24 C 3.65 1.87 -1.75
25 C 0.83 -0.54 -1.86
26 H 3.33 3.12 1.72
27 H -2.06 0.71 4.17
28 H 3.21 -0.02 -0.84
29 H 2.01 2.20 0.99
30 H -0.03 0.02 0.86
31 H 4.61 1.98 -1.27
32 H -2.90 -0.19 1.89
33 H -0.65 -0.05 4.94
34 H -2.23 -3.81 -0.56
35 H 1.40 0.43 4.30
36 H 1.62 3.49 -3.92
37 H -1.20 -2.33 0.78
38 H 3.81 3.73 -2.81
39 H 1.43 3.03 3.31
40 H -0.14 2.39 1.63
41 H -1.98 -1.70 3.61
42 H -0.35 -1.52 2.94
43 H -1.45 0.83 0.19
44 H -3.80 -3.40 -1.30
45 H 3.41 1.36 1.67
46 H -2.71 -1.70 -2.73
47 H 0.23 1.50 -3.49
48 H -1.76 2.11 2.28
49 H 1.43 0.16 2.55
50 H 2.82 2.16 3.93
51 H -1.97 -3.29 -2.98

Atom charges from the Mulliken analysis, given in e for atoms 1 to 5: O -0.3700; O -0.6807; N -0.1049; N 0.0702; N -0.5964

(4)
Density functional theory data (the ωB97M-V functional and the def2-TZVPD basis) for C10H18Si2 in the gas phase at a distorted geometry.

Summary:
Electronic energy   -26415.8883 eV
SMILES   C[Si](C)(C)C#CC#C[Si](C)(C)C

Element x y z (Å)
1 Si -0.18 3.62 0.82
2 Si 0.18 -3.62 -0.83
3 C -1.59 4.04 1.96
4 C 1.78 -4.08 -1.71
5 C -0.12 0.64 0.21
6 C -1.18 -4.17 -1.99
7 C -0.14 1.84 0.39
8 C 1.33 4.18 1.67
9 C -0.15 -0.72 -0.04
10 C -0.06 -1.92 -0.27
11 C 0.08 -4.81 0.63
12 C -0.36 4.83 -0.59
13 H -1.61 3.37 2.82
14 H -1.57 5.09 2.26
15 H 1.89 4.84 1.04
16 H -0.35 5.81 -0.10
17 H 1.95 3.30 1.83
18 H 0.50 4.79 -1.25
19 H 0.99 -5.41 0.59
20 H 0.11 -4.21 1.51
21 H 1.77 -5.11 -2.05
22 H -0.82 -5.45 0.64
23 H -1.07 -5.13 -2.45
24 H 1.15 4.69 2.64
25 H -2.18 -4.11 -1.52
26 H -2.48 3.84 1.38
27 H 1.82 -3.41 -2.56
28 H -1.31 4.61 -1.11
29 H 2.71 -3.92 -1.14
30 H -1.11 -3.42 -2.77

Atom charges from the Mulliken analysis, given in e for atoms 1 to 5: Si 0.1700; Si 0.2208; C -0.9899; C -1.0574; C 1.2551

(5)
Density functional theory data (the ωB97M-V functional and the def2-TZVPD basis) for H3PS2 in the gas phase at a distorted geometry.

Summary:
Electronic energy   -31007.4114 eV
SMILES   S=[PH2]S

Element x y z (Å)
1 S -2.04 0.65 0.00
2 S 1.29 0.97 -0.01
3 P -0.36 -0.27 0.01
4 H -0.08 -0.94 1.18
5 H 0.27 2.05 0.27
6 H 0.12 -0.98 -1.21

Atom charges from the Mulliken analysis, given in e for atoms 1 to 5: S -0.3646; S -0.2843; P 0.2160; H 0.1081; H 0.2179

(6)
Density functional theory data (the ωB97M-V functional and the def2-TZVPD basis) for C7H16BrNO4Si in the gas phase at a distorted geometry.

Summary:
Electronic energy   -95119.0762 eV
SMILES   CO[Si](OC)(OC)O/C(=N/Br)C(C)C

Element x y z (Å)
1 Br 4.76 0.34 0.00
2 Si -1.41 0.54 -0.02
3 O -2.16 -0.83 0.26
4 O -1.61 0.82 -1.61
5 O 0.65 0.84 0.23
6 O -1.70 1.71 1.11
7 N 3.01 0.96 0.30
8 C 1.58 -1.64 -1.58
9 C 0.90 -1.99 0.69
10 C -0.98 2.83 1.60
11 C 1.90 -1.24 -0.11
12 C -2.74 -1.20 1.51
13 C 1.91 0.26 0.12
14 C -0.77 1.64 -2.36
15 H -3.61 -1.92 1.49
16 H 0.68 -1.31 -2.04
17 H 1.41 -2.85 1.22
18 H -0.01 2.47 1.83
19 H 2.95 -1.71 0.02
20 H -0.19 1.04 -3.05
21 H -1.97 -1.83 2.04
22 H 0.26 -1.47 1.53
23 H -3.05 -0.34 2.20
24 H -0.92 3.51 0.71
25 H 1.71 -2.69 -1.74
26 H -1.40 2.30 -2.92
27 H -1.61 3.21 2.46
28 H 2.39 -1.28 -2.28
29 H -0.04 2.18 -1.66
30 H 0.06 -2.36 0.06

Atom charges from the Mulliken analysis, given in e for atoms 1 to 5: Br -0.1179; Si 0.7414; O -0.2513; O -0.3631; O -0.3476

(7)
Density functional theory data (the ωB97M-V functional and the def2-TZVPD basis) for 4 unconnected molecules or ions with the total composition C4H14O3 at a distorted geometry.

Summary:
Electronic energy   -10515.4234 eV
SMILES   C/C=C/C.O.O.O

Element x y z (Å)
1 O 1.68 0.83 0.51
2 O 1.05 3.72 2.58
3 O 3.14 -1.75 -0.70
4 C -2.12 -0.62 -0.38
5 C -0.46 -1.66 -2.09
6 C -0.79 -1.07 -0.76
7 C -2.62 -0.23 0.94
8 H 2.68 -0.95 -0.44
9 H 0.60 -1.47 -2.35
10 H -1.82 -0.32 1.68
11 H 2.38 1.49 0.70
12 H 0.32 3.86 3.16
13 H 3.66 -1.45 -1.51
14 H -2.87 0.85 0.88
15 H 1.12 1.29 -0.21
16 H -2.69 -0.34 -1.38
17 H -3.42 -0.91 1.18
18 H 0.00 -0.61 -0.01
19 H -1.07 -1.26 -2.87
20 H -0.57 -2.73 -2.06
21 H 1.79 3.32 3.14

Atom charges from the Mulliken analysis, given in e for atoms 1 to 5: O -0.7057; O -0.6267; O -0.6265; C -0.1966; C -1.0150

(8)
Density functional theory data (the ωB97M-V functional and the def2-TZVPD basis) for a molecular structure, C38H50Cl2NO6P2V at a distorted geometry.

Summary:
Multiplicity   3
Electronic energy   -123310.8496 eV
⟨S²⟩   2.017
Net charge   -2

Element x y z (Å)
1 V -1.40 0.44 -0.13
2 Cl -6.27 1.10 -2.69
3 Cl -3.45 -0.18 1.50
4 P -2.18 -2.04 -2.40
5 P 1.62 1.13 2.23
6 O -1.41 -3.49 -2.49
7 O -2.05 -1.54 -0.98
8 O -3.59 2.36 -2.92
9 O -2.70 1.38 -1.11
10 O -3.54 -2.18 -2.99
11 O -1.20 -1.17 -3.30
12 N 0.27 0.74 -1.08
13 C -2.41 -0.08 -5.10
14 C -0.76 -4.84 -0.62
15 C 2.20 0.25 -2.15
16 C 0.65 1.85 -1.82
17 C 3.82 0.87 4.08
18 C -1.89 2.49 4.87
19 C 4.84 2.85 0.50
20 C 4.61 0.18 4.99
21 C 2.76 2.50 1.73
22 C -1.72 -0.67 1.58
23 C -1.14 2.19 1.20
24 C 3.13 -1.69 4.82
25 C -3.62 1.54 -2.01
26 C 4.27 -1.11 5.36
27 C 2.68 0.30 3.51
28 C -1.67 -5.82 -2.73
29 C 1.82 1.58 -2.50
30 C 3.61 4.72 1.34
31 C -3.19 -4.61 -1.16
32 C -2.02 2.45 3.50
33 C 1.24 -0.22 -1.29
34 C 0.30 1.81 3.28
35 C -1.45 -2.37 -5.44
36 C -0.93 2.14 2.64
37 C 2.32 -1.00 3.91
38 C -0.67 2.21 5.48
39 C 4.71 4.22 0.66
40 C 0.40 1.86 4.68
41 C 2.63 3.89 1.89
42 C 1.51 4.54 2.65
43 C 1.05 -1.65 3.42
44 C 0.07 -0.42 -5.13
45 C 3.86 2.01 1.02
46 C -1.77 -4.66 -1.75
47 C -1.27 -1.03 -4.75
48 C 1.21 -1.56 -0.63
49 C -0.12 3.14 -1.93
50 C -4.79 0.57 -1.85
51 H 0.07 -0.15 -6.19
52 H 2.85 -2.70 5.10
53 H -1.45 -2.22 -6.53
54 H 0.88 -1.13 -4.93
55 H 0.27 0.47 -4.52
56 H -0.56 2.27 6.56
57 H 3.95 0.94 0.88
58 H -2.45 0.07 -6.19
59 H 4.10 1.88 3.80
60 H -0.93 -5.78 -0.10
61 H -1.38 -0.40 2.58
62 H 5.68 2.43 -0.04
63 H 1.11 -2.73 3.51
64 H -0.64 -3.05 -5.17
65 H 5.48 0.66 5.41
66 H -2.03 2.78 0.96
67 H -3.91 -4.41 -1.96
68 H -2.98 2.65 3.04
69 H 1.53 4.25 3.70
70 H 0.20 -1.30 4.00
71 H 5.44 4.89 0.24
72 H -3.42 -5.55 -0.67
73 H -2.76 2.73 5.49
74 H -0.02 3.76 -1.03
75 H -3.27 -3.79 -0.44
76 H 1.35 1.63 5.15
77 H -1.92 -6.76 -2.25
78 H -2.27 0.89 -4.62
79 H 0.85 -1.39 2.37
80 H -0.84 -4.02 0.09
81 H -1.18 2.97 -2.10
82 H -2.35 -5.65 -3.57
83 H -3.35 -0.50 -4.76
84 H -0.27 2.57 0.68
85 H 3.50 5.79 1.45
86 H -0.65 -5.88 -3.13
87 H 1.80 -1.57 0.30
88 H 4.88 -1.66 6.06
89 H -2.39 -2.83 -5.15
90 H 0.19 -1.84 -0.39
91 H -4.49 -0.40 -2.26
92 H 0.28 3.71 -2.76
93 H 2.35 2.26 -3.15
94 H 3.08 -0.28 -2.50
95 H 0.26 -4.83 -1.03
96 H 1.60 5.63 2.59
97 H 0.53 4.26 2.26
98 H -1.70 -1.76 1.48
99 H 1.62 -2.32 -1.30
100 H -5.02 0.44 -0.80

Atom charges from the Mulliken analysis, given in e for atoms 1 to 5: V -0.1855; Cl -0.3076; Cl -0.3064; P -1.0077; P 1.6845